This record from OMol25 describes a molecular structure, C44H35ClF10N4O3PV in a non-equilibrium geometry. The level of theory is wB97M-V/def2-TZVPD.

Geometry as XYZ:
```
99
Properties=species:S:1:pos:R:3
V 0.72910 -0.99410 -0.24527
C 1.29646 2.39576 0.82644
N 2.00536 1.13084 0.61145
C 3.02430 1.32530 -0.43946
C 3.23104 0.10966 -1.33567
N 1.91145 -0.36213 -1.68787
C 1.57490 -0.65243 -2.96109
C 2.38703 -0.97384 -4.05975
F 3.72471 -1.05736 -3.92838
C 1.86052 -1.25928 -5.30615
F 2.68338 -1.59378 -6.30744
C 0.50513 -1.20320 -5.55032
F 0.01517 -1.45580 -6.77520
C -0.33567 -0.85503 -4.50806
F -1.64367 -0.71300 -4.73782
C 0.19772 -0.59496 -3.27293
F -0.61057 -0.15239 -2.27513
C 2.60663 0.66687 1.86836
C 2.95874 -0.80611 1.82664
N 1.76986 -1.54856 1.42504
C 1.81002 -2.91576 1.51556
C 2.92153 -3.77092 1.57842
F 4.17726 -3.28019 1.57819
C 2.80771 -5.15042 1.56761
F 3.91504 -5.90180 1.56458
C 1.57943 -5.76789 1.55364
F 1.47815 -7.10520 1.52751
C 0.45049 -4.97353 1.58994
F -0.76029 -5.54233 1.64511
C 0.57920 -3.60894 1.60161
F -0.53861 -2.87126 1.73048
H 1.99306 3.21142 1.07001
H 0.57766 2.29029 1.63174
H 0.74849 2.66177 -0.07780
H 3.97881 1.64446 0.00303
H 2.67122 2.12586 -1.08782
H 3.81859 -0.67096 -0.84522
H 3.80496 0.44423 -2.19809
H 1.87888 0.82193 2.66551
H 3.49927 1.25653 2.11579
H 3.28678 -1.10415 2.82843
H 3.80905 -0.96056 1.15908
N -0.93993 0.40782 2.30417
C -2.23899 0.14035 2.72677
C -2.55271 0.23327 4.09125
C -3.83524 -0.00899 4.54163
C -4.84433 -0.34488 3.64220
C -4.54160 -0.42886 2.29396
C -3.25298 -0.18776 1.81392
P -2.78788 -0.29039 0.03774
C -3.85622 -1.68230 -0.53588
C -4.91207 -1.56594 -1.43619
C -5.64159 -2.68646 -1.82320
C -5.32920 -3.93647 -1.31328
C -4.27779 -4.06330 -0.41199
C -3.54613 -2.94984 -0.03317
C -3.63045 1.20042 -0.63139
C -4.23852 2.16921 0.16336
C -4.77245 3.31801 -0.41108
C -4.70187 3.51693 -1.78210
C -4.08078 2.56544 -2.58296
C -3.53968 1.42557 -2.00846
H -0.67325 -0.03236 1.42385
H -0.23327 0.20476 2.99290
H -1.76472 0.47992 4.79598
H -4.04941 0.05361 5.60245
H -5.85263 -0.53947 3.98653
H -5.32630 -0.68537 1.59110
H -5.18671 -0.59573 -1.82882
H -6.46573 -2.57521 -2.51911
H -5.89273 -4.80895 -1.61928
H -4.02710 -5.03333 -0.00021
H -2.72305 -3.06135 0.66493
H -4.29873 2.02738 1.23472
H -5.24647 4.06155 0.21938
H -5.11911 4.41365 -2.22335
H -4.00047 2.71862 -3.65351
H -3.02213 0.70760 -2.63690
C -0.64914 -4.52077 -6.30430
C -1.69123 -3.95543 -5.37674
C -2.89650 -3.46371 -5.84916
C -3.85678 -2.98533 -4.96656
Cl -5.37152 -2.37676 -5.59110
C -3.62109 -2.97439 -3.60903
C -2.40531 -3.43883 -3.12058
C -1.45089 -3.93624 -3.99630
O -0.24833 -4.42506 -3.61397
C -0.04517 -4.66748 -2.22598
C 0.59207 -3.45820 -1.54627
O 1.81876 -3.41403 -1.47547
O -0.22398 -2.56934 -1.07695
H -0.93888 -4.36946 -7.34356
H -0.52162 -5.59058 -6.12266
H 0.32105 -4.05243 -6.13150
H -3.08536 -3.44772 -6.91605
H -4.37270 -2.59391 -2.92754
H -2.20527 -3.38139 -2.05725
H 0.64934 -5.49890 -2.15412
H -0.98689 -4.92398 -1.73891
```

Computed properties:
Energy relative to the best compared isomer or geometry (same formula, charge and spin)   33.1 kcal/mol
Spin multiplicity   4
HOMO (alpha / beta)   -3.831 / -4.732 eV
Net charge   -1